1.
Density functional theory data (ωB97M-V with the def2-TZVPD basis set) for a molecular structure, C53H47BF6N6O5S3Ti at a distorted geometry.

ORCA input file:
```
! wB97M-V def2-TZVPD RIJCOSX def2/J DEFGRID3
* xyz -2 3
H -4.6789 0.1705 -7.6375
C 0.0715 -1.8302 3.2088
C -0.1101 -2.5484 5.4933
H -7.9197 -3.0759 -6.7711
C 5.0742 1.6091 2.4991
S 2.6540 0.0497 -0.1578
H -0.1050 -3.3407 6.2299
C -5.9403 -2.2105 -6.9459
S 2.4968 0.8214 2.4594
H -5.8472 -4.1912 -7.8313
H -0.5015 0.8059 5.2570
N 1.1457 1.5827 2.3105
Ti -0.9494 -0.1468 -0.9264
N 0.1621 2.5593 -2.7898
C -2.6481 -2.8005 0.1486
H 3.2086 -1.1934 7.6385
C 2.6217 0.0916 4.0454
C -2.6685 1.5766 3.2800
C 3.5276 3.9249 -0.8930
F -5.6837 -3.0491 2.1512
H 1.7816 2.7230 -0.5529
C -3.6901 -3.3622 0.8750
H 5.5164 0.6663 -0.3690
C 3.4693 3.4326 2.4721
H 2.3210 1.0890 7.2700
C 5.8344 3.8864 2.5651
H -7.6960 -1.5875 -5.8409
F -1.7657 -3.6600 -0.4206
C -3.0185 3.6567 4.4299
C -4.6540 -2.5316 1.4341
F -3.4351 0.6904 0.2868
N 2.8656 -0.3055 1.4500
C 5.3746 -3.1521 -1.9595
C -5.0207 -1.3128 -6.1214
H 0.1882 3.3778 3.3591
C 4.5089 4.3271 2.5327
O 0.9109 -2.6491 0.2275
C -0.3232 -0.2145 4.9547
H 3.3536 -1.8059 3.3886
H 6.5043 -3.0228 -0.1376
H 1.0326 0.7779 -2.4449
H -3.1235 1.5258 -6.3334
H 0.2813 -2.8945 -0.4590
C -4.7063 -1.7000 -4.8142
C 3.7255 -1.2233 -0.8297
C -2.4724 -1.4333 -0.0477
F -0.3600 -1.4611 -2.0102
C 4.9199 3.9415 -0.9682
H 6.7132 2.7783 -0.8261
F -5.5207 -0.3433 1.7321
C -0.8479 3.1415 3.5395
H 3.7426 -2.6341 5.7015
C -3.2621 0.2431 -4.6225
H -3.6710 4.3297 4.9681
H 2.9696 4.8387 -1.0379
O -0.6314 3.9124 -1.1939
C -0.5014 2.7522 -1.5725
C 2.3481 0.9224 5.1486
N -0.7749 0.0426 1.0943
H -7.0076 -2.2809 -8.8160
C -3.8453 -0.9130 -4.0765
H 6.6481 4.5966 2.5987
O -0.9507 1.7079 -0.9957
C 6.1008 2.5143 2.5526
C 2.5573 0.4608 6.4214
S -0.2644 0.7160 2.2900
H -4.5410 2.1772 4.1084
H -5.1050 -2.6047 -4.3809
C -0.3196 -1.2356 5.8867
C -3.5679 0.6396 -5.9055
C -1.6864 4.0013 4.2164
C 3.7422 2.0563 2.4306
C 2.8589 2.7504 -0.6251
C 3.4454 -1.7215 -2.1012
H 0.2387 -3.8617 3.8256
C 3.0631 -0.8239 6.6336
C 3.3584 -1.6364 5.5339
H -0.4762 -1.0019 6.9322
C -1.3349 1.9245 3.0758
C 0.0839 -2.8416 4.1457
H 5.4392 4.8661 -1.1791
H -4.3059 -3.3220 -7.8279
B -2.4503 -0.0391 -2.5601
C 3.5798 1.5800 -0.4060
C -5.2068 -3.5243 -7.2530
H 4.0323 -3.0779 -3.6372
H -5.4997 -1.3792 -8.9088
H -4.9143 -4.0303 -6.3373
C -4.4538 -0.1489 -6.6325
C 5.6323 2.7658 -0.7752
C -4.5622 -1.1565 1.2209
H -0.1170 0.7786 -3.6305
C 3.1508 -1.1928 4.2521
C 4.2601 -2.6824 -2.6572
C -7.2196 -2.5144 -6.1530
H 5.2525 0.5441 2.5018
H -3.0133 0.6241 2.9069
H 6.0140 -3.9085 -2.3955
F -3.7904 -4.7032 1.0583
H -1.3061 4.9445 4.5853
H 0.1968 -2.0422 2.1572
C 5.6476 -2.6530 -0.6881
H 1.1029 -1.7129 0.0454
O -2.4166 0.7737 -3.7206
H 2.4411 3.7506 2.4205
C 4.9716 1.5868 -0.5025
C -3.4926 -0.6574 0.4993
H 4.3055 5.3895 2.5442
H 0.7111 3.3502 -3.1019
C -6.3617 -1.5855 -8.2802
H 7.1244 2.1658 2.5836
N 1.3008 0.0639 -0.7134
C -3.5059 2.4438 3.9478
H 2.5727 -1.3434 -2.6146
H 1.9673 1.9145 4.9560
H -7.0092 -3.1013 -5.2641
C 4.8307 -1.6985 -0.1217
N 0.6664 1.3163 -3.2510
O -3.3747 -1.0767 -2.8241
C -0.0972 -0.5120 3.6123
H -6.9117 -0.6619 -8.1178
H 5.0145 -1.3249 0.8740
*
```

For the orbital gap (alpha / beta), the calculation gives 3.457 / 5.447 eV. As for the expectation value of S²: 2.025. As for the maximum force: 0.062 Eh/bohr. As for the HOMO energy (alpha / beta): 0.345 / -1.685 eV.

2.
Density functional theory data (ωB97M-V with the def2-TZVPD basis set) for a molecular structure, C53H47Cl3F6GeO9PSTi at a distorted geometry.

ORCA input file:
```
! wB97M-V def2-TZVPD RIJCOSX def2/J DEFGRID3
* xyz -2 4
Ti 0.0512 -0.1012 -0.2971
C -1.7119 -5.7256 -2.8833
H -5.7042 -0.9724 -1.1897
H -3.3887 -0.2100 -1.5888
C -0.3015 3.1864 0.8708
H 5.3144 -2.1982 -1.7979
Ge 1.6280 -0.2697 -3.1129
Cl -0.6927 -1.0289 -2.6604
F -3.2722 -0.2096 1.7541
C -0.0997 -6.0499 3.4350
H 2.9075 -6.2042 -0.1290
C -1.5193 -1.9043 1.8322
H -0.1571 -2.1153 3.4912
C -1.6726 3.1243 0.1137
C -0.0515 -5.5031 2.1659
H -6.5147 2.6618 0.9212
C 0.9279 -5.8113 4.3425
H -0.4411 -3.6038 2.5812
F -2.6289 -0.8283 3.7132
H -1.6852 -3.0116 3.6980
C -0.9393 2.4759 -4.4255
C -0.9118 -6.5534 -2.1063
H -1.9773 3.4104 -6.0520
C 3.6623 2.4838 4.0022
O -1.7640 4.3872 -0.5335
C -2.2678 5.8365 1.3347
C 3.8400 4.5955 -1.4578
H 6.2282 -4.4947 -2.2494
H -2.7116 5.0172 1.9009
H 4.6905 0.9443 2.9046
F -3.0659 -2.3322 0.0331
H -3.9792 3.9360 -4.6747
H -0.8566 -2.7414 -1.5199
O -1.4099 0.8510 -0.5130
H 4.3091 2.4268 4.8704
C -3.1304 3.4234 -4.2358
H -0.8623 -5.6620 1.4669
H -4.2255 3.4175 0.5094
C -2.1560 1.9675 -0.8150
C -0.0970 -6.0258 -1.1184
Cl 1.6254 0.4265 -5.4181
C 1.0604 -4.7531 1.7652
C -2.1067 2.3820 -2.3074
H 3.6723 5.4798 -3.4105
H 0.5106 -6.6831 -0.5112
C -4.0825 0.4095 -1.0326
O -0.2147 4.6062 1.0963
O 1.0800 1.3585 -0.0601
O 3.4148 -1.3158 1.1418
H 0.1140 3.7855 -1.7845
O 1.3110 -0.6570 2.7977
H 2.4344 4.0483 4.8085
C -0.8793 -3.8133 -1.6875
C -3.6295 1.6262 -0.5276
F -1.3398 0.3959 2.4982
C 2.0722 -4.4853 2.6963
H -2.3370 -6.1477 -3.6601
C 5.3081 -4.3661 -1.6959
C -5.3801 -0.0120 -0.8077
C -0.5776 6.4606 -0.4051
O -0.6298 -1.6264 0.8348
H -1.3139 6.8746 -1.0947
C 3.1932 3.8990 -0.4450
C -3.1789 3.0473 -2.9029
H -0.0644 2.2158 -5.0075
C 4.7976 -3.0869 -1.4607
H -2.3013 -3.6918 -3.2717
C 2.0047 -5.0145 3.9719
H -0.9451 -6.6585 3.7325
C 1.8145 4.6464 -2.7199
C 1.9689 2.6169 1.7662
C -2.0113 3.1342 -5.0044
C -1.2035 5.3109 0.3644
C 2.6109 3.3866 3.9678
H 2.7855 -4.7994 4.6905
C 1.7729 3.4559 2.8606
H 3.7603 3.6129 0.4279
C 3.0428 1.7354 1.8041
C 1.8445 3.5637 -0.5514
C -0.0819 -4.6408 -0.8907
H 2.2243 -0.8021 2.5115
H 4.8901 4.8394 -1.3456
H -0.1502 1.6145 -2.6292
H -7.2752 0.4558 0.1025
C -2.6452 -2.7777 1.2137
F -2.2185 -4.0438 1.0211
H 0.9752 4.1836 2.8617
C -0.9143 -2.7127 2.9899
H -0.2566 7.2316 0.2955
H -3.0491 6.3467 0.7693
S 3.0874 -1.3460 -0.2757
H 2.9010 -3.8561 2.3889
H -4.0622 3.2811 -2.3258
O 3.7497 -0.3306 -1.0608
H 0.8061 -0.9625 2.0226
C -5.8324 2.0196 0.3759
C 2.8800 -4.0342 -0.2803
Cl 2.2022 -2.3681 -3.7254
C -6.2620 0.7883 -0.0893
H 3.2313 1.1101 0.9465
C -0.9938 2.1102 -3.0871
H -0.4818 2.7113 1.8361
H 0.2848 6.1074 -0.9655
H -2.3724 3.1340 0.9551
C 3.8764 1.6597 2.9072
H 0.8725 -6.2220 5.3429
H -1.8120 6.5335 2.0379
C -4.5244 2.4388 0.1540
C 4.6057 -5.4804 -1.2001
F -3.7312 -2.8752 2.0198
O 1.5874 -1.3277 -0.4983
C 3.1603 4.9596 -2.6098
H 5.0047 -6.4767 -1.3571
C 3.4239 -5.3340 -0.5148
C 3.6145 -2.9344 -0.7841
H -0.9205 -7.6244 -2.2738
C 1.1698 3.9745 -1.6935
H 1.2571 4.9166 -3.6095
C -1.6916 -4.3508 -2.6673
C 1.1258 2.6525 0.4693
C -2.1979 -0.6269 2.4409
P 1.1766 -3.8978 0.1828
*
```

For the orbital gap (alpha / beta), the calculation gives 4.124 / 6.066 eV. As for the expectation value of S²: 3.778. As for the maximum force: 0.052 Eh/bohr. As for the HOMO energy (alpha / beta): -0.147 / -3.369 eV.